(1)
Formula: C15H13I2NO6S3TlY
Source: the OMol25 dataset
Level of theory: ωB97M-V with the def2-TZVPD basis set

Geometry as XYZ:
```
42
Properties=species:S:1:pos:R:3:forces:R:3:mulliken_charge:R:1
I 4.0707 -1.6251 -1.3484 0.297 1.019 -0.271 0.2478
I 4.0560 1.1366 -1.3248 -0.121 -1.293 0.023 0.2924
Y -0.0043 1.1069 -0.4598 4.182 -1.717 0.034 0.9088
Tl -0.1562 -1.7516 -0.5019 3.418 3.711 -1.079 1.6275
S 0.6797 -0.3075 -2.4112 0.713 0.665 0.635 0.3399
C -1.2615 -2.9747 -1.8370 -5.808 -7.636 -6.733 -0.0447
C -0.7821 -2.9678 0.9463 -3.203 -7.970 8.200 0.0309
C -0.2655 -0.2528 -3.9373 -0.328 -0.768 -0.726 0.7549
C 0.2672 1.0085 -4.5941 0.386 0.299 0.038 -1.3340
C -1.7769 -0.2533 -3.8012 -0.154 0.107 -0.077 -1.1847
C 0.2688 -1.5118 -4.5954 -0.003 -0.096 -0.977 -1.2793
C -0.8419 2.5437 0.9738 -3.392 6.584 7.043 0.0642
C -1.3030 2.5232 -1.8495 -3.951 5.015 -4.600 -0.0145
O -1.1469 -3.7328 1.7349 1.761 3.969 -3.814 -0.0135
O -1.8635 -3.7360 -2.5001 3.684 4.750 4.100 -0.0479
O -1.1689 3.2776 1.8017 1.470 -3.281 -3.744 0.1302
O -1.8884 3.2576 -2.5285 2.802 -3.525 3.358 0.0325
H -0.1091 1.0207 -5.6195 0.079 0.091 -0.068 0.4749
H 1.3655 1.0065 -4.6143 -0.222 0.078 -0.224 0.4364
H -0.0675 1.9214 -4.0864 0.015 -0.162 -0.208 0.3102
H -2.1755 -0.2496 -4.8338 -0.048 -0.037 0.525 0.4714
H -2.1586 0.6448 -3.2914 0.032 -0.292 -0.231 0.2630
H -2.1579 -1.1486 -3.2886 -0.005 0.261 -0.263 0.2517
H -0.1056 -1.5198 -5.6191 0.086 -0.324 -0.113 0.4871
H -0.0632 -2.4244 -4.0885 0.018 0.114 -0.173 0.2846
H 1.3670 -1.5028 -4.6179 -0.287 -0.078 -0.149 0.4200
O 2.5350 3.0126 4.6322 -0.810 -1.658 0.109 -0.5213
S 2.5315 1.5748 4.6973 0.521 -0.021 -0.022 1.1368
O 3.5298 0.8612 5.4493 -1.864 0.506 -0.819 -0.4905
N 2.7161 1.0543 3.0763 0.559 -0.860 -2.555 -0.4512
C 1.7648 0.4021 2.5125 0.432 1.856 4.125 0.2724
S 1.9706 -0.2265 0.9304 -0.654 0.077 -1.799 -0.1495
C 0.5842 0.2281 3.3952 -0.497 -0.182 -0.255 0.9223
C -0.6299 -0.3986 3.0926 0.124 0.360 0.641 0.9046
C -1.6125 -0.5261 4.0905 0.303 0.317 -0.130 -0.8339
C -1.3798 -0.0109 5.3691 0.654 0.137 -0.423 -0.7171
C -0.1587 0.6481 5.6605 0.257 -0.019 -0.439 -0.4516
C 0.8192 0.7680 4.6598 -0.322 0.109 0.875 -0.3036
H -0.7958 -0.7963 2.0875 -0.030 -0.079 0.147 -0.6986
H -2.5423 -1.0242 3.8512 -0.089 0.029 0.177 0.4828
H -2.1387 -0.1134 6.1370 0.117 0.011 -0.019 0.4740
H 0.0283 1.0580 6.6509 -0.119 -0.069 -0.121 0.5144
```
Positions in Å, forces in eV/Å.

Output
Total charge   +4
E   -83930.446 eV
HOMO energy (alpha / beta)   -20.3 / -20.3 eV
Gap between HOMO and LUMO (alpha / beta)   0.1243 / 0.1237 Eh
Lowest unoccupied orbital energy (alpha / beta)   -16.9 / -16.9 eV

(2)
Formula: C2H6N3
Source: the OMol25 dataset
Level of theory: ωB97M-V with the def2-TZVPD basis set

Geometry as XYZ:
```
11
Properties=species:S:1:pos:R:3:forces:R:3:nbo_charge:R:1
C 0.5668 -0.3343 -0.1769 -0.652 4.358 -0.237 0.2029
C 1.7149 0.5950 -0.1333 1.381 -1.193 -2.157 -0.6903
N -1.9228 -0.3003 0.6349 -3.671 1.778 -1.018 -0.0346
N -2.9032 0.2988 0.3881 1.128 -0.062 0.819 -0.0552
N 0.5844 -1.4931 -0.3884 -1.241 -5.432 0.093 -0.4377
H 2.0438 0.3667 0.8465 1.082 0.020 1.122 0.2629
H 2.4651 0.1342 -0.9270 -1.213 1.400 1.707 0.2752
H 1.5664 1.6649 -0.1990 -0.336 -0.092 -0.368 0.2601
H -0.9367 -0.0274 0.0595 1.934 -0.283 0.499 0.3601
H -3.0495 1.3309 0.0380 0.461 -1.491 0.246 0.4326
H -0.1292 -2.2355 -0.1425 1.129 0.997 -0.706 0.4239
```
Positions in Å, forces in eV/Å.

Output
Multiplicity   3
Energy above the lowest of the compared OMol25 structures with the same formula, charge and spin   312.9 kJ/mol
<S²>   2.01
Total charge   +1
E   -6628.060 eV
HOMO energy (alpha / beta)   -12.9 / -16.9 eV
Gap between HOMO and LUMO (alpha / beta)   0.2498 / 0.3256 Eh
Lowest unoccupied orbital energy (alpha / beta)   -6.1 / -8.0 eV

(3)
Formula: C16H15FOS2
Source: the OMol25 dataset
Level of theory: ωB97M-V with the def2-TZVPD basis set

Geometry as XYZ:
```
35
Properties=species:S:1:pos:R:3:forces:R:3:nbo_charge:R:1
C -4.8503 1.2310 -1.5801 -0.038 -0.184 -0.210 -0.6255
C -3.6754 2.1774 -1.5026 -0.189 -0.244 0.017 -0.0767
O -2.5209 1.3464 -1.1811 0.490 0.180 -0.255 -0.5163
C -1.2823 1.9077 -1.2230 -2.022 2.560 0.356 -0.0069
S 0.0268 0.8626 -1.1244 1.572 -2.205 -0.717 -0.0742
S -1.1846 3.5640 -1.4599 0.535 -0.607 0.218 -0.1601
H -5.7759 1.8021 -1.5962 -0.091 0.050 0.020 0.2113
H -4.8131 0.6341 -2.4893 0.034 -0.062 -0.052 0.2086
H -4.8740 0.5440 -0.7390 -0.003 0.038 0.180 0.2155
H -3.5479 2.6937 -2.4755 0.260 -0.206 0.669 0.2028
H -3.8590 2.9266 -0.7133 0.485 -0.236 -0.315 0.1952
F -2.7731 -0.7763 3.8082 0.950 0.226 -0.699 -0.3251
C -1.6149 -0.5989 3.0918 -0.386 -0.254 0.599 0.4269
C -0.9123 0.5975 3.2428 0.033 -0.388 -0.233 -0.2847
C 0.2305 0.7648 2.4715 -0.005 0.105 -0.314 -0.1180
C 0.7136 -0.2429 1.5970 -0.965 0.202 0.527 -0.1622
C 1.6550 0.1834 0.5673 -0.441 0.782 0.528 0.0550
C 2.6064 -0.6692 -0.1386 -0.023 0.017 -1.440 -0.1572
C 3.8775 -0.1270 -0.4590 -0.155 0.060 -0.195 -0.1458
C 4.7532 -0.7751 -1.3287 -0.242 -0.219 0.148 -0.2055
C 4.3953 -2.0201 -1.8667 -0.138 -0.061 0.513 -0.1689
C 3.1670 -2.6027 -1.5293 -0.033 0.288 0.018 -0.2147
C 2.2544 -1.9037 -0.7328 0.108 0.186 -0.052 -0.1500
C 0.0465 -1.4930 1.6216 -0.110 0.334 -0.287 -0.1330
C -1.1602 -1.6561 2.3055 0.532 0.375 0.073 -0.2713
H -1.2788 1.3794 3.9081 0.071 -0.268 -0.224 0.2434
H 0.7286 1.7413 2.4723 -0.172 -0.396 0.024 0.2208
H 1.9286 1.2490 0.6054 0.164 -0.704 0.360 0.2437
H 4.1519 0.8502 -0.0571 -0.103 -0.261 -0.085 0.2196
H 5.7076 -0.3127 -1.6025 -0.422 -0.185 0.180 0.2251
H 5.0811 -2.5500 -2.5270 -0.176 0.167 0.124 0.2221
H 2.8904 -3.5869 -1.9217 0.096 0.483 0.027 0.2245
H 1.2238 -2.2545 -0.6704 0.458 -0.006 0.053 0.2244
H 0.4216 -2.3119 1.0120 -0.232 0.212 0.264 0.2173
H -1.7369 -2.5742 2.2147 0.160 0.221 0.179 0.2401
```
Positions in Å, forces in eV/Å.

Output
Energy above the lowest of the compared OMol25 structures with the same formula, charge and spin   226.8 kJ/mol
E   -43268.120 eV
HOMO energy   -7.5 eV
Gap between HOMO and LUMO   0.2030 Eh
Lowest unoccupied orbital energy   -2.0 eV

Among the records above, which one has the lowest E? C15H13I2NO6S3TlY

Which of these has the highest E? C2H6N3

The lowest E belongs to which entry? C15H13I2NO6S3TlY